1.
ORCA calculation (the ωB97M-V functional and the def2-TZVPD basis) on the molecule C22H30N2O5S in a non-equilibrium geometry.

ORCA input file:
```
! wB97M-V def2-TZVPD RIJCOSX def2/J DEFGRID3
* xyz 0 1
C -7.090 1.618 1.199
H -7.494 0.706 1.650
O -6.326 1.336 0.053
C -5.222 0.557 0.184
C -4.766 0.008 1.373
C -3.627 -0.779 1.399
C -2.928 -1.027 0.227
C -3.374 -0.475 -0.980
C -4.506 0.311 -1.015
O -5.022 0.891 -2.130
C -4.353 0.692 -3.351
H -3.331 1.085 -3.320
H -4.929 1.243 -4.093
H -4.325 -0.367 -3.627
H -2.805 -0.691 -1.869
C -1.746 -1.854 0.220
N -1.032 -2.170 -0.825
C -0.027 -2.974 -0.355
C -0.164 -3.095 1.002
O -1.265 -2.393 1.362
C 0.635 -3.804 2.030
H 0.694 -4.868 1.805
H 1.646 -3.399 2.053
H 0.173 -3.668 3.004
C 1.043 -3.479 -1.226
H 1.473 -4.401 -0.840
H 0.715 -3.600 -2.254
S 2.442 -2.226 -1.241
O 2.518 -1.746 0.151
C 1.502 -0.936 -2.174
C 2.168 0.428 -2.067
O 2.494 1.061 -3.052
N 2.302 0.850 -0.800
H 2.172 0.170 -0.061
C 3.035 2.046 -0.448
C 2.240 2.868 0.571
C 2.166 2.168 1.926
C 3.568 1.879 2.453
C 4.345 1.024 1.457
H 3.859 0.053 1.344
C 4.438 1.715 0.094
C 5.223 0.857 -0.896
H 6.260 0.767 -0.580
H 5.197 1.298 -1.889
H 4.798 -0.143 -0.953
H 4.961 2.670 0.223
H 5.354 0.842 1.834
H 3.506 1.364 3.414
H 4.096 2.822 2.612
H 1.612 1.232 1.832
H 1.625 2.801 2.633
H 2.729 3.837 0.692
H 1.234 3.044 0.184
H 3.138 2.616 -1.379
H 0.488 -0.906 -1.772
H 1.488 -1.251 -3.215
H -3.284 -1.202 2.330
H -5.297 0.186 2.294
H -7.912 2.244 0.856
H -6.507 2.166 1.948
*
```

Calculated values
- Frontier orbital gap: 8.4 eV
- Energy relative to the best compared isomer or geometry (same formula, charge and spin): 0.710 eV
- HOMO: -7.80 eV

---

2.
ORCA calculation (the ωB97M-V functional and the def2-TZVPD basis) on a 2-piece molecular cluster, C7H12O3 overall in a non-equilibrium geometry.

ORCA input file:
```
! wB97M-V def2-TZVPD RIJCOSX def2/J DEFGRID3
* xyz 0 1
C -0.190 -2.051 0.447
C -1.084 -3.390 0.006
C 1.188 0.162 -0.942
C -0.997 0.995 -0.250
C 0.699 2.672 -1.044
C 1.236 1.414 1.090
C 0.512 1.321 -0.314
O -0.069 -1.696 1.578
O -2.095 -3.635 0.960
O 2.201 -0.081 -1.506
H -1.519 -3.064 -0.969
H -0.490 -4.243 -0.278
H -1.406 1.104 -1.163
H -1.392 1.589 0.538
H -1.208 -0.015 0.006
H -0.011 3.448 -0.845
H 1.723 3.022 -0.769
H 0.634 2.482 -2.123
H 2.221 1.623 0.800
H 1.111 0.389 1.530
H 0.630 2.083 1.601
H -1.693 -4.128 1.648
*
```

Calculated values
- Frontier orbital gap (spin up / spin down): 8.6 / 7.2 eV
- Energy relative to the best compared isomer or geometry (same formula, charge and spin): 4.685 eV
- HOMO (spin up / spin down): -7.92 / -7.13 eV

---

3.
ORCA calculation (the ωB97M-V functional and the def2-TZVPD basis) on C16H21FIrN4O2S4 as an isolated structure in a non-equilibrium geometry.

ORCA input file:
```
! wB97M-V def2-TZVPD RIJCOSX def2/J DEFGRID3
* xyz 2 2
Ir -0.052 0.125 -0.004
C 0.559 1.780 2.626
C 0.107 2.939 1.756
S 0.271 2.511 -0.019
C -1.322 3.047 -0.710
C -2.531 2.306 -0.167
S -2.331 0.485 -0.235
C -2.904 0.001 1.431
C -2.033 0.582 2.531
S -0.263 0.211 2.211
H 0.415 1.974 3.690
H 1.614 1.548 2.464
H 0.738 3.804 1.954
H -0.922 3.229 1.959
H -1.207 2.887 -1.783
H -1.433 4.120 -0.555
H -3.410 2.542 -0.767
H -2.752 2.590 0.860
H -2.852 -1.089 1.417
H -3.949 0.281 1.559
H -2.268 0.118 3.489
H -2.161 1.656 2.642
N -0.877 -1.956 -9.538
C -0.853 -1.992 -8.190
C -0.744 -3.225 -7.512
C -0.707 -3.263 -6.141
C -0.763 -2.066 -5.425
C -0.888 -0.842 -6.068
C -0.936 -0.801 -7.441
S -0.597 -2.149 -3.652
O -1.354 -3.304 -3.216
O 0.818 -1.997 -3.332
N -0.186 -1.692 -0.490
C 0.446 -2.746 0.041
N 1.039 -2.644 1.259
C 1.723 -3.691 1.664
C 1.832 -4.845 0.876
C 1.149 -4.878 -0.341
N 0.448 -3.844 -0.757
H -0.818 -2.797 -10.084
H -0.956 -1.087 -10.038
H -0.695 -4.142 -8.086
H -0.640 -4.206 -5.616
H -0.945 0.076 -5.495
H -1.037 0.144 -7.960
H 2.202 -3.625 2.633
H 2.417 -5.692 1.212
H 1.165 -5.755 -0.978
F 1.882 -0.051 0.044
*
```

Calculated values
- Frontier orbital gap (spin up / spin down): 2.6 / 2.5 eV
- Energy relative to the best compared isomer or geometry (same formula, charge and spin): 5.202 eV
- HOMO (spin up / spin down): -11.90 / -11.84 eV

---

4.
ORCA calculation (the ωB97M-V functional and the def2-TZVPD basis) on C21H28AlF3NO7 as an isolated structure in a non-equilibrium geometry.

ORCA input file:
```
! wB97M-V def2-TZVPD RIJCOSX def2/J DEFGRID3
* xyz -1 1
C 0.758 -3.059 4.271
C -0.426 -3.928 3.482
O 0.219 -5.141 2.956
C 0.110 -5.230 1.482
C 1.425 -4.594 0.687
O 1.082 -3.542 -0.282
C 0.310 -2.448 0.328
C 0.591 -0.993 -0.443
O 0.779 0.005 0.652
C 2.206 0.095 1.032
Al 2.538 0.420 3.031
C 2.805 2.391 3.549
N 2.750 3.367 2.394
C 4.234 -0.592 3.720
F 5.462 0.256 3.619
F 4.034 -1.087 5.127
F 4.376 -1.809 2.861
H 1.205 -2.253 3.549
H 0.361 -2.645 5.291
H 1.618 -3.835 4.511
H -0.966 -3.268 2.681
H -1.230 -4.173 4.327
H -0.918 -4.841 1.069
H 0.133 -6.397 1.232
H 2.268 -4.274 1.467
H 1.925 -5.474 0.054
H -0.838 -2.766 0.238
H 0.606 -2.298 1.450
H 1.530 -1.092 -1.144
H -0.401 -0.698 -1.022
H 2.770 -0.893 0.669
H 2.661 0.992 0.432
H 1.211 -0.085 3.796
H 3.884 2.515 4.043
H 2.008 2.746 4.359
H 3.365 4.183 2.689
H 1.772 3.782 2.442
C -3.920 2.555 -1.199
C -3.109 1.610 -0.712
C -3.117 0.239 -1.259
O -2.377 -0.627 -0.813
C -4.053 -0.047 -2.364
C -4.864 0.898 -2.851
C -4.856 2.269 -2.304
O -5.596 3.135 -2.750
H -3.927 3.566 -0.809
H -2.417 1.804 0.098
H -4.046 -1.058 -2.754
H -5.556 0.704 -3.661
C -1.386 4.102 -6.013
C -1.894 2.963 -5.531
C -1.242 2.244 -4.418
O -1.704 1.201 -3.978
C -0.010 2.834 -3.857
C 0.497 3.972 -4.339
C -0.154 4.691 -5.452
O 0.308 5.734 -5.892
H -1.851 4.641 -6.829
H -2.797 2.518 -5.931
H 0.455 2.294 -3.041
H 1.401 4.417 -3.939
*
```

Calculated values
- Frontier orbital gap: 4.5 eV
- HOMO: -4.80 eV

---

| no. | DFT total energy (eV) |
| --- | --- |
| 1 | -47353.818 |
| 2 | -13591.390 |
| 3 | -75867.265 |
| 4 | -52796.138 |